Entry 1:
Below is a molecular structure, C19H43OP3RhSe at a distorted geometry, with properties calculated with wB97M-V/def2-TZVPD.

The geometry in ORCA input format:
```
! wB97M-V def2-TZVPD RIJCOSX def2/J DEFGRID3
* xyz 3 5
Rh -0.355 -0.998 -0.679
P -1.344 -0.643 1.363
P 1.252 -2.463 0.010
P -2.324 -1.476 -1.768
H -0.578 3.420 2.505
C -0.745 3.524 1.420
C -2.112 3.895 1.060
H -2.663 4.593 1.685
C -0.226 0.064 2.618
C -1.947 -2.205 2.114
C -2.795 0.469 1.378
C 2.922 -2.091 -0.640
C 1.605 -2.780 1.767
C 0.760 -4.062 -0.712
C -2.978 0.119 -2.364
C -3.692 -2.300 -0.878
C -2.168 -2.517 -3.263
H 0.062 4.141 0.989
H -2.516 3.576 0.101
H 0.314 0.925 2.206
H 0.531 -0.659 2.940
H -0.804 0.392 3.494
H -1.253 -3.033 1.929
H -2.925 -2.477 1.698
H -2.050 -2.061 3.198
H -2.511 1.517 1.206
H -3.274 0.406 2.366
H -3.529 0.179 0.618
H 3.650 -2.777 -0.182
H 3.198 -1.061 -0.378
H 2.952 -2.198 -1.734
H 2.223 -3.688 1.822
H 0.692 -2.942 2.349
H 2.168 -1.936 2.193
H 1.340 -4.251 -1.622
H -0.309 -4.055 -0.959
H 0.959 -4.853 0.021
H -3.880 -0.062 -2.964
H -2.223 0.620 -2.982
H -3.229 0.771 -1.520
H -4.456 -2.594 -1.611
H -4.152 -1.642 -0.133
H -3.322 -3.206 -0.381
H -3.171 -2.699 -3.674
H -1.710 -3.482 -3.013
H -1.550 -2.018 -4.021
C 0.893 1.014 -2.797
C 0.430 1.873 -1.795
C 0.513 3.256 -1.971
C 1.097 3.780 -3.132
C 1.593 2.915 -4.121
C 1.492 1.531 -3.962
Se 0.625 -0.893 -2.638
H -0.604 2.402 0.917
H -0.023 1.426 -0.895
H 0.111 3.909 -1.194
H 1.165 4.861 -3.265
H 2.057 3.324 -5.020
H 1.850 0.834 -4.719
C 4.212 2.313 3.449
C 3.664 1.377 2.389
O 3.119 0.147 2.879
H 3.461 2.538 4.212
H 4.513 3.253 2.980
H 5.096 1.886 3.934
H 2.844 1.840 1.830
H 4.445 1.112 1.666
H 3.614 -0.079 3.682
*
```

LUMO energy (alpha / beta) = -10.39 / -13.39 eV
gap between HOMO and LUMO (alpha / beta) = 5.2 / 4.0 eV

=====

Entry 2:
Below is a gas-phase ion, C6H10N (charge +1) at a distorted geometry, with properties calculated with wB97M-V/def2-TZVPD.

The geometry in ORCA input format:
```
! wB97M-V def2-TZVPD RIJCOSX def2/J DEFGRID3
* xyz 1 1
C 2.082 -1.158 -0.231
C 0.772 -0.427 0.181
C 1.305 1.017 0.279
C -0.160 -0.378 -0.951
C -1.457 -0.355 -0.659
C -2.576 -0.010 -0.187
N -3.561 0.427 0.513
H 2.382 -0.531 -1.078
H 1.841 -2.128 -0.570
H 2.834 -1.316 0.645
H 0.276 -0.727 1.135
H 0.494 1.726 0.681
H 1.690 1.509 -0.596
H 2.081 1.195 1.159
H 0.091 -0.101 -1.992
H -4.442 0.790 0.155
H -3.651 0.467 1.515
*
```

LUMO energy = -5.64 eV
SMILES string = CC(C)C=C=C=[NH2+]
gap between HOMO and LUMO = 9.4 eV

=====

Entry 3:
Below is 2 unconnected molecules or ions with the total composition C2H10NS at a distorted geometry, with properties calculated with wB97M-V/def2-TZVPD.

The geometry in ORCA input format:
```
! wB97M-V def2-TZVPD RIJCOSX def2/J DEFGRID3
* xyz 1 1
N 2.436 -0.122 0.160
H 1.433 -0.143 0.569
H 2.705 0.895 0.085
H 2.133 -0.412 -0.781
H 3.058 -0.629 0.795
C -1.739 0.927 -0.324
C -1.038 -0.199 0.504
S -0.088 -1.236 -0.744
H -0.922 1.633 -0.664
H -2.363 0.591 -1.188
H -2.307 1.423 0.406
H -1.693 -0.973 0.874
H -0.415 0.208 1.323
H -1.200 -1.965 -1.015
*
```

LUMO energy = -4.08 eV
gap between HOMO and LUMO = 9.4 eV

=====

Entry 4:
Below is C21H17Cl2N5O3S in the gas phase at a distorted geometry, with properties calculated with wB97M-V/def2-TZVPD.

The geometry in ORCA input format:
```
! wB97M-V def2-TZVPD RIJCOSX def2/J DEFGRID3
* xyz 0 1
C -1.470 1.630 -0.409
C -2.367 0.788 -1.261
N -2.464 1.424 -2.570
C -2.891 2.684 -2.839
N -2.507 3.066 -3.982
N -2.002 2.015 -4.637
C -1.863 1.050 -3.768
C -0.936 -0.079 -3.966
C -1.245 -1.146 -4.659
C -0.298 -2.172 -4.833
Cl -0.781 -3.709 -5.648
N 0.821 -2.293 -4.113
C 1.124 -1.254 -3.418
O 2.406 -1.211 -2.888
C 2.649 -0.465 -1.727
C 3.805 0.271 -1.606
C 3.882 1.110 -0.455
C 3.024 1.017 0.572
C 1.897 0.151 0.521
N 1.093 0.014 1.692
S 0.062 -1.295 2.059
O -1.229 -1.011 1.457
O 0.668 -2.632 1.825
C -0.078 -0.999 3.905
C -0.983 -0.061 4.334
C -1.171 0.109 5.730
C -0.518 -0.785 6.681
Cl -0.895 -0.771 8.453
C 0.427 -1.713 6.144
C 0.587 -1.843 4.795
C 1.701 -0.508 -0.676
C 0.264 -0.080 -3.327
H -1.371 1.214 0.556
H -1.877 2.658 -0.285
H -0.520 1.646 -0.887
H -1.888 -0.152 -1.296
H -3.434 0.694 -0.874
H -3.275 3.330 -1.968
H -2.180 -1.200 -5.276
H 4.648 0.171 -2.280
H 4.753 1.828 -0.473
H 3.161 1.740 1.371
H 1.293 0.642 2.532
H -1.472 0.707 3.601
H -1.982 0.797 5.967
H 0.767 -2.367 6.911
H 1.226 -2.630 4.385
H 0.977 -1.206 -0.739
H 0.461 0.828 -2.634
*
```

LUMO energy = -0.32 eV
SMILES string = CCn1cnnc1-c1cc(Cl)nc(Oc2cccc(NS(=O)(=O)c3ccc(Cl)cc3)c2)c1
gap between HOMO and LUMO = 8.7 eV

=====

Entry 5:
Below is C3H5NO2 in the gas phase at a distorted geometry, with properties calculated with wB97M-V/def2-TZVPD.

The geometry in ORCA input format:
```
! wB97M-V def2-TZVPD RIJCOSX def2/J DEFGRID3
* xyz 0 1
N -2.447 0.971 -0.578
C -1.622 0.278 -0.172
C -0.434 -0.452 0.349
O -0.432 -1.834 0.041
C 0.818 0.231 -0.465
O 1.537 1.114 0.384
H -0.246 -0.390 1.392
H -0.539 -2.306 0.878
H 1.422 -0.615 -0.794
H 0.360 0.940 -1.253
H 1.582 2.064 0.218
*
```

LUMO energy = 0.53 eV
SMILES string = N#C[C@@H](O)CO
gap between HOMO and LUMO = 11.1 eV

=====

Entry 6:
Below is a molecular structure, C28H15F5N3O4PtS3 at a distorted geometry, with properties calculated with wB97M-V/def2-TZVPD.

The geometry in ORCA input format:
```
! wB97M-V def2-TZVPD RIJCOSX def2/J DEFGRID3
* xyz 1 1
Pt -1.447 1.264 -0.938
F -7.522 4.281 -1.644
C -6.215 4.086 -1.695
C -5.709 2.885 -2.204
F -6.546 1.941 -2.612
C -4.337 2.688 -2.255
F -3.834 1.551 -2.757
C -3.438 3.648 -1.767
S -1.708 3.422 -1.797
C -3.969 4.851 -1.275
F -3.136 5.773 -0.811
C -5.341 5.076 -1.238
F -5.827 6.213 -0.762
O 0.508 1.946 0.224
C 1.134 1.041 -0.329
N 2.370 0.602 -0.051
C 2.716 -0.523 -0.888
C 1.401 -0.578 -1.853
O 1.314 -1.358 -2.751
N 0.603 0.369 -1.402
C 3.839 -0.299 -1.833
C 4.215 -1.385 -2.640
C 5.233 -1.251 -3.557
C 5.883 -0.027 -3.696
C 5.501 1.060 -2.914
C 4.474 0.939 -2.001
C 2.824 -1.804 -0.092
C 1.847 -2.788 -0.097
C 1.956 -3.885 0.741
C 3.035 -4.003 1.602
C 4.027 -3.036 1.590
C 3.932 -1.944 0.747
H 2.797 0.771 0.848
H 3.672 -2.315 -2.557
H 5.499 -2.085 -4.188
H 6.658 0.082 -4.437
H 6.009 2.006 -3.033
H 4.178 1.788 -1.404
H 1.001 -2.719 -0.763
H 1.191 -4.643 0.715
H 3.109 -4.854 2.261
H 4.884 -3.129 2.240
H 4.701 -1.186 0.750
O -0.094 -2.191 1.817
S -0.463 -0.869 2.219
O 0.592 0.002 2.623
N -1.335 -0.160 0.946
C -2.595 -0.112 1.251
S -3.619 0.663 0.131
C -2.997 -0.630 2.541
C -4.281 -0.774 3.048
C -4.411 -1.212 4.358
C -3.293 -1.491 5.132
C -2.007 -1.396 4.604
C -1.885 -0.967 3.308
H -5.137 -0.556 2.424
H -5.396 -1.336 4.780
H -3.428 -1.804 6.154
H -1.135 -1.637 5.185
*
```

LUMO energy (alpha / beta) = -7.59 / -7.61 eV
gap between HOMO and LUMO (alpha / beta) = 3.5 / 3.5 eV

=====

Entry 7:
Below is a molecular structure, C2H4ClOP at a distorted geometry, with properties calculated with wB97M-V/def2-TZVPD.

The geometry in ORCA input format:
```
! wB97M-V def2-TZVPD RIJCOSX def2/J DEFGRID3
* xyz 0 1
C 0.604 0.433 0.552
C 0.563 -0.574 -0.584
O -0.632 1.208 0.523
P -1.546 0.664 -0.759
Cl -2.614 -0.761 0.183
H 0.690 0.023 1.501
H 1.551 1.050 0.420
H 1.179 -0.491 -1.478
H 0.204 -1.552 -0.359
*
```

LUMO energy (alpha / beta) = -0.54 / -0.54 eV
gap between HOMO and LUMO (alpha / beta) = 7.9 / 7.9 eV

=====

Entry 8:
Below is 2 unconnected molecules or ions with the total composition C16H26N2O2S at a distorted geometry, with properties calculated with wB97M-V/def2-TZVPD.

The geometry in ORCA input format:
```
! wB97M-V def2-TZVPD RIJCOSX def2/J DEFGRID3
* xyz 0 1
C -3.274 5.161 0.263
C -3.476 5.027 -1.363
C -3.142 3.540 -1.974
C -1.855 2.785 -1.292
O -1.456 1.642 -2.179
C -0.313 0.978 -1.482
C 1.155 1.745 -1.360
C 2.466 1.134 -0.588
C 3.920 1.867 -0.399
C 4.863 1.899 -1.739
C 4.077 2.238 -3.137
C 2.268 -0.375 0.105
C 0.841 -1.189 0.022
N 0.564 -2.579 0.630
S -1.118 -2.900 0.159
N -1.624 -1.453 -0.727
C -0.449 -0.501 -0.784
H -2.154 5.457 0.465
H -3.930 6.101 0.596
H -3.657 4.246 0.886
H -2.815 5.844 -1.881
H -4.612 5.249 -1.617
H -4.070 2.818 -1.979
H -2.858 3.708 -3.121
H -0.980 3.570 -1.208
H -2.102 2.356 -0.222
H 1.225 2.806 -1.878
H 3.752 2.973 0.000
H 4.513 1.224 0.414
H 5.507 0.927 -1.847
H 5.642 2.789 -1.574
H 3.757 3.384 -3.226
H 3.192 1.503 -3.396
H 4.876 2.086 -4.011
H 3.139 -0.884 0.706
C -0.201 -6.954 2.440
C -0.809 -6.438 3.734
C -2.220 -5.916 3.514
O 0.006 -5.391 4.255
H -0.131 -6.154 1.694
H 0.819 -7.315 2.611
H -0.796 -7.771 2.022
H -0.826 -7.242 4.479
H -2.223 -5.080 2.806
H -2.641 -5.537 4.452
H -2.876 -6.703 3.128
H 0.026 -4.673 3.601
*
```

LUMO energy = -1.59 eV
SMILES string = CCCCOc1cc(CCC)cc2nsnc12.CC(C)O
gap between HOMO and LUMO = 6.7 eV

=====

Entry 9:
Below is 2 unconnected molecules or ions with the total composition C9H14 at a distorted geometry, with properties calculated with wB97M-V/def2-TZVPD.

The geometry in ORCA input format:
```
! wB97M-V def2-TZVPD RIJCOSX def2/J DEFGRID3
* xyz 0 1
C 1.599 -0.686 -0.012
C 0.784 -0.751 -1.256
C -0.040 -1.854 -1.402
C -1.037 -1.978 -2.385
C -1.042 -0.936 -3.329
C -0.346 0.265 -3.212
C 0.629 0.231 -2.214
H 2.622 -0.344 -0.142
H 1.614 -1.718 0.361
H 1.128 -0.136 0.810
H -0.129 -2.573 -0.616
H -1.684 -2.807 -2.593
H -1.877 -0.908 -4.075
H -0.508 1.231 -3.653
H 0.950 1.259 -1.886
C 0.441 1.576 3.129
C -1.077 1.367 3.310
H 0.862 0.949 2.271
H 0.671 2.606 2.689
H 0.904 1.245 4.035
H -1.717 2.258 3.429
H -1.303 0.935 4.306
H -1.442 0.770 2.435
*
```

LUMO energy = 0.95 eV
SMILES string = Cc1ccccc1.CC
gap between HOMO and LUMO = 10.0 eV

=====

Entry 10:
Below is a gas-phase ion, CH4IN2 (charge +1) at a distorted geometry, with properties calculated with wB97M-V/def2-TZVPD.

The geometry in ORCA input format:
```
! wB97M-V def2-TZVPD RIJCOSX def2/J DEFGRID3
* xyz 1 1
C 1.150 1.264 0.020
N 0.961 1.459 -1.135
N -1.214 -1.577 0.327
I -0.063 -0.454 1.517
H 1.710 1.689 0.844
H 0.838 1.104 -2.069
H -1.609 -2.207 0.966
H -1.773 -1.278 -0.469
*
```

LUMO energy = -5.35 eV
gap between HOMO and LUMO = 8.3 eV

=====

Entry 11:
Below is C5H8N2O in the gas phase at a distorted geometry, with properties calculated with wB97M-V/def2-TZVPD.

The geometry in ORCA input format:
```
! wB97M-V def2-TZVPD RIJCOSX def2/J DEFGRID3
* xyz 0 1
C 0.407 -0.565 -2.281
C -0.059 0.151 -1.490
C -0.637 0.934 -0.613
C 0.269 2.012 0.322
N -1.563 0.049 0.006
C -1.079 -0.969 0.621
N 0.259 -1.224 0.916
O 0.638 -2.484 1.501
H 0.922 -1.439 -2.720
H -1.025 1.647 -1.392
H -0.405 2.451 1.140
H 1.367 1.561 0.666
H 0.433 2.988 -0.223
H -1.721 -1.731 1.178
H 1.028 -1.163 0.216
H 1.168 -2.220 2.153
*
```

LUMO energy = 0.82 eV
SMILES string = C#C[C@H](C)/N=C\NO
gap between HOMO and LUMO = 10.0 eV

=====

Entry 12:
Below is a molecular structure, C23H27N4O2PtS at a distorted geometry, with properties calculated with wB97M-V/def2-TZVPD.

The geometry in ORCA input format:
```
! wB97M-V def2-TZVPD RIJCOSX def2/J DEFGRID3
* xyz -1 1
Pt -0.454 1.343 -0.232
O -1.568 -0.066 1.034
N -1.178 -0.031 2.298
C -2.087 -0.347 3.244
C -1.748 -0.406 4.570
C -0.425 -0.126 4.931
C 0.485 0.204 3.960
C 0.122 0.265 2.599
S 1.171 0.657 1.318
H -3.069 -0.544 2.844
H -2.503 -0.660 5.299
H -0.121 -0.158 5.970
H 1.511 0.438 4.202
C -2.292 4.178 0.142
C -1.040 4.818 -0.388
C -0.825 6.177 -0.175
C 0.311 6.821 -0.640
C 1.254 6.091 -1.355
C 1.065 4.743 -1.611
C 2.081 3.959 -2.390
C -0.084 4.071 -1.121
N -0.223 2.741 -1.440
H -3.022 4.944 0.414
H -2.078 3.562 1.021
H -2.732 3.501 -0.589
H -1.572 6.739 0.379
H 0.459 7.878 -0.452
H 2.150 6.577 -1.731
H 2.896 4.604 -2.726
H 1.611 3.482 -3.255
H 2.499 3.146 -1.790
C -0.196 -3.116 1.619
C 0.900 -3.167 0.566
N 0.674 -4.194 -0.448
C 0.705 -5.586 -0.013
C -0.673 -6.235 -0.004
C 0.583 -3.975 -1.787
O 0.543 -4.903 -2.589
C 0.531 -2.556 -2.262
C 1.524 -2.056 -3.092
C 1.411 -0.756 -3.554
C 0.302 -0.009 -3.184
N -0.664 -0.487 -2.404
C -0.548 -1.732 -1.959
H 0.086 -2.408 2.400
H -0.349 -4.090 2.090
H -1.137 -2.779 1.182
H 1.865 -3.373 1.043
H 0.989 -2.194 0.088
H 1.145 -5.602 0.985
H 1.364 -6.141 -0.682
H -1.352 -5.706 0.666
H -0.603 -7.275 0.325
H -1.094 -6.222 -1.008
H 2.369 -2.679 -3.358
H 2.175 -0.315 -4.182
H 0.189 1.030 -3.475
H -1.336 -2.077 -1.296
*
```

LUMO energy (alpha / beta) = 2.65 / 2.66 eV
gap between HOMO and LUMO (alpha / beta) = 5.8 / 5.3 eV

=====

What did the seventh record say?
Below is a molecular structure, C2H4ClOP at a distorted geometry, with properties calculated with wB97M-V/def2-TZVPD.

The geometry in ORCA input format:
```
! wB97M-V def2-TZVPD RIJCOSX def2/J DEFGRID3
* xyz 0 1
C 0.604 0.433 0.552
C 0.563 -0.574 -0.584
O -0.632 1.208 0.523
P -1.546 0.664 -0.759
Cl -2.614 -0.761 0.183
H 0.690 0.023 1.501
H 1.551 1.050 0.420
H 1.179 -0.491 -1.478
H 0.204 -1.552 -0.359
*
```

LUMO energy (alpha / beta) = -0.54 / -0.54 eV
gap between HOMO and LUMO (alpha / beta) = 7.9 / 7.9 eV